1.
Here is an isolated molecule of C18H21N5OS2 from OMol25. Energies are from ωB97M-V/def2-TZVPD.

Last column: Löwdin charge in e.
Element x y z (Å)
C (-2.9910, -2.8914, -1.6836)  0.05
C (-1.8476, -2.9340, -0.9626)  -0.11
C (-1.8972, -2.4790, 0.4717)  -0.26
N (-1.0872, -1.5350, 0.8031)  -0.07
C (0.2212, -1.8073, 0.9408)  -0.69
S (1.1432, -3.1180, 0.9068)  1.03
C (2.1400, -2.9654, -0.5696)  -0.23
C (2.1403, -1.1617, -0.8809)  -0.38
C (1.0252, -0.7827, -1.4774)  0.02
C (0.9679, 0.6315, -1.5584)  -0.39
O (0.0759, 1.4146, -2.2453)  -0.10
N (1.8852, 1.3254, -0.9897)  0.02
C (1.9746, 2.7157, -0.8398)  0.00
C (3.0173, 3.3121, 0.1295)  -0.08
S (3.9251, 1.7054, 0.6169)  1.10
C (2.9437, 0.7173, -0.2071)  -0.51
N (3.0338, -0.7361, -0.2383)  0.13
N (0.6532, -0.5642, 1.4654)  0.03
N (-0.3588, 0.3073, 1.5059)  0.07
C (-1.3987, -0.1463, 0.8714)  -0.17
C (-2.7305, 0.5359, 0.6659)  -0.28
C (-2.8552, 0.6602, -0.7569)  -0.08
C (-4.2697, 1.6298, -0.9861)  -0.23
C (-4.3315, 2.8756, -0.3957)  -0.22
C (-3.9928, 2.4077, 1.0922)  -0.28
C (-2.6789, 1.9532, 1.5081)  -0.14
H (-2.8071, -3.2293, -2.8185)  0.11
H (-3.9386, -2.7076, -1.3830)  0.01
H (-1.1324, -3.1694, -1.3867)  -0.04
H (-1.8637, -3.4879, 1.1211)  0.16
H (-3.1154, -2.4050, 0.8079)  0.20
H (1.8101, -3.4538, -1.2258)  -0.07
H (2.9892, -3.0364, -0.0516)  0.00
H (0.2510, -1.2100, -2.0117)  0.11
H (1.1780, 3.3256, -0.8581)  0.07
H (3.2073, 4.1504, 0.4070)  -0.07
H (-3.4889, 0.0534, 0.9149)  0.05
H (-2.0722, 1.4039, -1.0985)  0.13
H (-2.9584, -0.2108, -1.0809)  0.01
H (-4.3882, 1.5680, -2.1695)  0.13
H (-5.1610, 0.9147, -0.4873)  0.16
H (-3.3236, 3.5124, -0.7593)  0.19
H (-5.2068, 3.3332, -0.3579)  0.06
H (-3.9710, 3.3965, 1.7596)  0.13
H (-4.8804, 1.9540, 1.6994)  0.15
H (-1.8727, 2.4432, 0.9766)  0.11
H (-2.6264, 1.6865, 2.6685)  0.17

Cartesian forces, eV/Å:
C 5.2 -2.2 -3.7
C -15.1 4.8 6.4
C -8.4 -8.6 -0.3
N 1.2 3.5 -0.6
C -1.7 9.1 3.4
S 0.9 -3.9 0.8
C 1.2 11.4 7.7
C -5.8 -11.9 -3.1
C -0.4 4.9 -1.1
C -8.2 1.4 -6.2
O 3.2 -3.6 2.7
N 7.8 3.6 5.7
C 5.1 1.2 5.0
C -5.1 -17.3 -7.4
S 0.5 3.6 0.8
C -2.8 -4.0 -2.6
N 7.7 9.4 5.1
N 0.7 -2.0 0.0
N 1.4 1.7 -1.2
C 0.4 -3.4 2.8
C 8.9 3.9 1.5
C -1.5 12.6 1.1
C -1.1 -8.8 -4.9
C 8.1 0.7 3.5
C -3.2 6.6 4.1
C 0.1 -5.5 -0.9
H -0.9 0.8 2.5
H -2.7 0.8 1.1
H 12.8 -4.0 -6.8
H 1.1 2.0 -1.0
H 3.1 0.9 -1.2
H -4.0 -7.4 -9.8
H 4.1 -1.1 0.4
H -1.0 -1.7 -0.7
H -3.0 1.7 -1.5
H 2.3 9.9 3.3
H -6.4 -4.7 3.3
H -0.4 -1.7 -0.5
H -0.7 -7.0 -4.1
H -0.1 0.3 2.3
H 2.0 1.7 -1.6
H -3.0 -1.0 0.9
H -3.6 2.4 -0.4
H -0.7 -0.9 -1.4
H 1.4 0.0 -1.7
H 0.4 0.7 0.9
H 0.4 1.0 -2.7

max |F| = 19.49 eV/A
SMILES string = C=CCn1c(SCc2cc(=O)n3ccsc3n2)nnc1C1CCCCC1
HOMO = -8.26 eV
energy relative to the best compared isomer or geometry (same formula, charge and spin) = 1745.52 kJ/mol
charge = 0

***

2.
Here is a cluster of 2 separate species, C9H14 in total from OMol25. Energies are from ωB97M-V/def2-TZVPD.

Last column: Löwdin charge in e.
Element x y z (Å)
C (-2.7831, 0.8961, 1.2771)  -0.04
C (-1.3609, 0.4359, 1.5541)  -0.27
C (-1.0050, -0.5207, 2.5162)  -0.06
C (0.2493, -1.1113, 2.5766)  -0.09
C (1.3020, -0.4983, 1.9011)  -0.10
C (1.0357, 0.6027, 1.1039)  -0.11
C (-0.2926, 0.8836, 0.7776)  -0.08
H (-3.0743, 1.7418, 1.8959)  0.08
H (-3.4921, 0.0683, 1.3818)  0.08
H (-2.7610, 1.1494, 0.2194)  0.07
H (-1.8357, -0.8842, 3.1203)  0.11
H (0.3776, -2.0023, 3.1754)  0.10
H (2.2911, -0.9500, 1.9425)  0.10
H (1.7287, 1.3247, 0.6960)  0.10
H (-0.4406, 1.7062, 0.0855)  0.11
C (1.6215, -0.5321, -3.6363)  -0.18
C (0.8149, -0.1848, -2.3615)  -0.16
H (1.0774, -0.1787, -4.5195)  0.06
H (2.6695, -0.2463, -3.5993)  0.06
H (1.6931, -1.6035, -3.8642)  0.05
H (-0.2356, -0.2658, -2.6124)  0.07
H (1.1572, 0.8261, -2.1460)  0.05
H (1.2629, -0.6570, -1.4842)  0.05

Cartesian forces, eV/Å:
C 0.8 -0.7 -0.2
C 0.9 -0.7 0.0
C -1.5 -0.3 -0.3
C -0.2 0.7 0.0
C 0.4 -0.5 0.0
C -1.0 0.0 -0.5
C 0.0 1.5 1.0
H -0.1 0.0 -0.1
H 0.1 0.2 0.2
H -0.4 0.4 0.0
H 0.3 -0.2 0.1
H 0.2 0.1 0.1
H 0.0 0.4 0.2
H 0.7 -0.7 -0.2
H -0.2 -0.1 -0.2
C -0.5 -1.2 -0.3
C 2.4 0.5 -0.9
H 0.5 0.6 0.1
H -0.1 0.6 -0.1
H -0.3 -0.1 0.5
H -0.2 -0.1 0.9
H -0.9 0.6 -0.1
H -1.0 -0.8 -0.1

max |F| = 2.58 eV/A
SMILES string = Cc1ccccc1.CC
HOMO = -9.00 eV
energy relative to the best compared isomer or geometry (same formula, charge and spin) = 93.67 kJ/mol
charge = 0

***

3.
Here is a cluster of 10 separate species, C26H57N3O7 in total from OMol25. Energies are from ωB97M-V/def2-TZVPD.

Last column: Löwdin charge in e.
Element x y z (Å)
C (8.2094, -2.8747, 4.5672)  -0.13
C (9.3696, -2.3664, 4.0072)  -0.12
C (9.9755, -1.7231, 5.0094)  -0.18
N (9.2733, -1.8041, 6.1719)  0.01
C (8.1286, -2.5169, 5.9018)  -0.13
H (7.3961, -3.4818, 4.1978)  0.09
H (9.7370, -2.3461, 2.9919)  0.10
H (10.8842, -1.1399, 4.9839)  0.11
H (9.5929, -1.3487, 7.0149)  0.15
H (7.4185, -2.7552, 6.6799)  0.10
C (-4.1166, 7.8143, -2.0778)  -0.13
C (-4.5589, 9.0079, -1.4798)  -0.10
C (-3.5425, 9.9884, -1.7209)  -0.11
N (-2.5873, 9.3688, -2.5234)  -0.02
C (-2.9194, 8.0515, -2.7117)  -0.15
H (-4.5808, 6.8392, -2.0763)  0.09
H (-5.4706, 9.1773, -0.9262)  0.08
H (-3.5131, 11.0523, -1.5379)  0.09
H (-1.7931, 9.8914, -2.8645)  0.14
H (-2.2240, 7.4410, -3.2687)  0.10
C (1.1904, -0.4618, 0.7799)  -0.14
C (0.4392, 0.6822, 0.5359)  -0.12
C (-0.3206, 0.4261, -0.5756)  -0.15
N (-0.0093, -0.8251, -0.9873)  -0.01
C (0.9068, -1.4050, -0.1570)  -0.13
H (1.9762, -0.4298, 1.5202)  0.10
H (0.5496, 1.5476, 1.1725)  0.09
H (-1.0225, 1.0267, -1.1351)  0.11
H (-0.2806, -1.1960, -1.8867)  0.15
H (1.4159, -2.3088, -0.4575)  0.11
C (-4.6765, 1.7250, 3.8517)  -0.10
C (-4.0561, 0.4232, 4.2387)  -0.39
O (-4.1717, -0.6377, 3.3722)  -0.05
H (-5.7476, 1.6019, 3.6914)  0.08
H (-4.2695, 2.1577, 2.9378)  0.07
H (-4.4258, 2.3894, 4.6786)  0.08
H (-4.5582, 0.2502, 5.1906)  0.11
H (-2.9965, 0.4577, 4.4918)  0.11
H (-3.4945, -0.5228, 2.7016)  0.09
C (-1.1289, -7.7594, 1.9361)  -0.10
C (-2.4873, -8.1622, 2.4097)  -0.35
O (-3.4070, -7.2705, 1.8610)  -0.07
H (-0.3467, -8.4687, 2.2066)  0.07
H (-0.8529, -6.8055, 2.3854)  0.08
H (-0.9524, -7.7302, 0.8609)  0.07
H (-2.5191, -8.1350, 3.4989)  0.11
H (-2.7968, -9.1637, 2.1111)  0.11
H (-3.4924, -7.6010, 0.9637)  0.08
C (-3.2515, -3.7576, -7.5002)  -0.07
C (-2.2549, -4.8728, -7.0738)  -0.31
O (-1.8315, -4.6028, -5.7344)  -0.10
H (-3.4491, -3.7275, -8.5717)  0.07
H (-2.8660, -2.7786, -7.2156)  0.07
H (-4.1185, -3.9671, -6.8736)  0.07
H (-1.2920, -4.8397, -7.5836)  0.10
H (-2.6661, -5.8749, -7.1960)  0.10
H (-1.0936, -5.1989, -5.5868)  0.07
C (-6.8290, -1.2105, -2.1062)  -0.08
C (-6.7976, -2.6785, -1.7425)  -0.38
O (-7.6170, -2.9695, -0.6610)  -0.06
H (-5.9921, -0.9981, -2.7715)  0.07
H (-6.8636, -0.6750, -1.1574)  0.08
H (-7.7619, -0.9844, -2.6225)  0.07
H (-5.8090, -3.0491, -1.4717)  0.11
H (-7.0951, -3.3201, -2.5719)  0.11
H (-8.4658, -2.8799, -1.1003)  0.08
C (6.1451, 4.7393, 0.1849)  -0.10
C (4.8651, 5.5127, 0.0653)  -0.36
O (4.2325, 5.6013, 1.3061)  -0.06
H (6.9234, 5.3431, 0.6514)  0.07
H (6.5625, 4.4533, -0.7806)  0.07
H (6.1063, 3.8002, 0.7368)  0.08
H (4.2569, 4.9734, -0.6610)  0.11
H (5.0371, 6.4987, -0.3661)  0.11
H (3.3228, 5.8286, 1.1006)  0.08
C (5.1060, -8.2172, -3.8878)  -0.09
C (3.9651, -7.6139, -4.7151)  -0.35
O (2.8636, -8.4533, -4.5736)  -0.07
H (5.0778, -9.2714, -4.1633)  0.06
H (4.9943, -8.1882, -2.8039)  0.07
H (6.1020, -7.8932, -4.1898)  0.07
H (4.2458, -7.4252, -5.7513)  0.11
H (3.8172, -6.6099, -4.3174)  0.11
H (2.9410, -9.1588, -5.2201)  0.09
C (0.2099, 10.0161, 4.0421)  -0.10
C (-0.8249, 8.9072, 4.0239)  -0.33
O (-0.7984, 8.1253, 2.8631)  -0.08
H (0.3144, 10.7475, 3.2408)  0.07
H (1.2237, 9.7107, 4.3009)  0.07
H (-0.0574, 10.6661, 4.8753)  0.07
H (-1.7929, 9.4080, 4.0429)  0.11
H (-0.7070, 8.2463, 4.8826)  0.12
H (-1.2216, 8.5587, 2.1183)  0.08

Cartesian forces, eV/Å:
C -2.6 -1.1 1.4
C 0.2 0.0 -1.1
C 2.1 1.6 1.1
N 0.0 0.1 -0.4
C 0.7 0.0 -0.1
H 0.3 0.0 -0.7
H -0.2 -0.3 0.1
H 0.0 -0.1 0.0
H -0.4 -0.3 -0.1
H 0.0 0.0 -0.2
C 0.3 -0.5 -0.4
C 1.8 1.9 0.0
C -1.3 -2.0 -0.7
N -0.9 0.9 1.1
C 0.5 0.7 -0.1
H -0.2 0.2 0.1
H 0.1 -0.1 0.0
H 0.0 -0.2 0.1
H -0.1 -0.6 -0.1
H -0.3 -0.2 0.1
C 1.4 -0.1 1.0
C -0.4 0.6 0.2
C -0.2 0.7 -0.1
N -0.4 -0.7 -0.9
C 0.4 0.1 -0.7
H -0.1 -0.6 0.1
H -0.5 0.2 -0.4
H 0.0 0.0 0.1
H -0.1 -0.1 0.4
H -0.2 -0.1 0.3
C 0.5 0.5 -0.8
C 0.6 0.4 1.6
O -0.8 -1.1 -1.0
H 0.0 0.1 0.3
H 0.1 0.0 -0.1
H -0.5 0.4 -0.1
H 0.0 -1.0 0.0
H 0.2 0.8 0.2
H -0.1 -0.2 -0.2
C 1.7 -0.5 0.1
C 0.4 -0.5 0.0
O -1.1 0.5 -0.2
H 0.0 -0.2 0.6
H -0.1 0.1 -0.2
H -0.7 0.3 -0.2
H -0.2 0.2 0.0
H 0.4 -0.4 0.1
H -0.4 0.5 -0.2
C 0.9 -0.9 0.8
C 0.8 1.2 -0.4
O -0.6 -0.3 0.4
H -0.2 -0.3 0.2
H 0.1 -0.1 0.1
H -0.4 0.3 -0.5
H -0.3 0.0 -1.1
H -0.3 0.0 0.1
H 0.0 0.0 0.3
C -0.3 -0.6 0.0
C 1.3 -0.6 -0.6
O -1.1 0.0 0.3
H 0.0 0.5 0.2
H 0.5 0.4 -0.2
H 0.0 0.1 -0.2
H 0.3 0.4 0.0
H 0.0 0.1 -0.5
H -0.7 -0.2 0.9
C 1.4 0.0 0.1
C 0.3 -0.8 -1.0
O -0.5 0.1 0.4
H 0.0 0.0 0.2
H -0.2 0.2 -0.3
H -0.6 0.1 0.2
H -0.4 -0.1 0.0
H 0.2 0.2 0.0
H -0.2 0.1 0.4
C 0.4 -0.9 -1.0
C 1.7 0.7 1.0
O -1.2 0.2 -0.2
H 0.2 -0.3 0.2
H -0.2 0.4 -0.1
H 0.0 0.4 0.2
H 0.1 -0.4 -0.2
H -0.9 0.0 0.1
H 0.0 -0.1 0.0
C 0.8 0.8 1.4
C -0.2 1.2 -1.0
O 0.4 -1.2 -0.5
H -0.5 -0.6 -0.6
H 0.0 -0.4 -0.3
H -0.1 0.1 0.3
H -0.3 -0.1 0.6
H 0.0 0.1 -0.1
H 0.0 0.2 0.2

max |F| = 3.10 eV/A
SMILES string = c1cc[nH]c1.c1cc[nH]c1.c1cc[nH]c1.CCO.CCO.CCO.CCO.CCO.CCO.CCO
HOMO = -8.19 eV
energy relative to the best compared isomer or geometry (same formula, charge and spin) = 0.00 kJ/mol
charge = 0